1.
Density functional theory data (wB97M-V/def2-TZVPD) for a 8-piece molecular cluster, C53H76FN3O25S2 overall.

```
160
Properties=species:S:1:pos:R:3:forces:R:3
C 0.194 -0.760 0.708 -0.117 -0.038 0.219
O 7.211 3.240 -2.970 -0.006 -0.024 -0.046
H 0.820 -7.676 5.582 0.022 0.012 -0.029
H 3.722 3.274 6.296 0.026 -0.106 0.107
O 5.864 -0.318 5.649 0.036 -0.070 0.003
H -3.987 -1.156 -1.505 -0.040 -0.227 -0.010
C -3.172 5.398 -2.953 -0.002 0.184 0.086
C 2.027 -3.522 0.967 -0.366 -0.307 0.403
H 2.420 -1.244 -2.766 -0.025 -0.071 -0.052
H 3.016 -3.784 0.581 0.006 0.150 -0.144
H -4.378 3.748 -0.262 -0.023 -0.015 -0.001
O -3.537 10.876 -1.717 0.005 0.014 -0.026
H 0.658 -4.070 -3.939 0.094 -0.039 0.112
C -2.461 4.585 -0.674 0.107 0.057 0.137
O 7.367 5.454 -2.831 0.008 0.023 -0.039
C 0.635 -5.086 -4.322 -0.048 0.034 -0.052
C 2.173 -2.964 2.383 0.733 -0.115 -0.060
C 3.956 1.480 -2.100 -0.016 -0.148 -0.113
H -1.452 2.882 3.213 -0.102 -0.150 -0.019
C 2.382 0.801 -0.182 -0.298 0.178 -0.125
C -6.878 -8.757 -2.616 0.020 0.019 0.086
H -4.122 5.806 -1.125 0.050 0.323 0.101
O 1.952 -8.040 -3.256 0.035 -0.059 0.023
H 4.448 3.814 0.619 -0.054 -0.017 -0.008
O -2.154 0.937 5.297 0.111 0.076 -0.066
N 0.270 7.131 0.825 0.007 -0.036 -0.061
C 3.510 1.702 -0.641 0.743 -0.097 -0.122
H -2.568 6.654 -1.331 -0.202 0.114 0.064
C -6.297 -8.512 -4.788 0.001 0.006 0.023
C -1.795 -2.064 -0.158 0.277 0.387 -0.040
F -1.984 5.751 -3.610 -0.072 -0.082 0.044
H 4.142 -2.883 3.292 0.040 0.039 -0.013
C -0.976 -1.644 1.078 0.130 -0.124 -0.224
C -1.081 4.460 -0.468 0.025 -0.104 0.016
H 4.231 2.428 -2.565 -0.002 0.039 0.034
H -3.783 11.358 -3.718 -0.058 0.052 0.109
C 3.307 -1.751 -2.387 0.098 0.068 0.218
H -3.693 0.536 0.777 -0.171 0.059 -0.118
C -3.089 5.713 -1.464 0.151 -0.740 -0.202
C -2.535 -8.196 -0.682 0.125 -0.021 -0.096
H -1.675 0.613 1.615 0.148 -0.067 0.179
C 0.422 -6.747 2.975 0.015 0.250 -0.137
H -1.241 -2.863 -0.650 -0.247 -0.215 0.009
H 0.757 -5.069 -5.406 0.001 -0.034 -0.003
H -2.774 -2.432 0.155 0.030 -0.163 -0.016
C 3.578 -1.339 -0.921 0.014 0.491 -0.225
C -3.636 2.864 3.374 -0.190 -0.359 0.501
C -3.852 1.549 1.166 0.450 0.021 0.368
O -0.076 -7.200 -3.769 -0.019 0.018 0.030
H -0.896 -7.255 5.765 -0.073 -0.040 -0.118
H 4.147 -1.464 -3.021 -0.015 -0.112 -0.063
O 4.412 0.808 4.345 -0.066 -0.019 0.001
H -3.211 -0.543 -2.764 0.041 -0.101 -0.111
H -0.535 -4.997 4.936 -0.015 -0.017 -0.021
H -3.974 5.964 -3.431 0.031 0.017 -0.008
H 3.171 1.022 -2.705 -0.063 0.137 0.004
O -0.344 2.582 5.594 0.096 0.248 0.105
H -4.980 9.255 -3.502 -0.004 0.032 0.015
H -0.262 5.622 -2.062 -0.063 0.012 0.027
C -3.308 10.600 -3.101 0.033 -0.014 -0.101
O 0.555 -6.914 1.805 -0.065 -0.256 -0.057
C 5.186 0.632 5.446 -0.036 0.050 0.010
H 5.065 3.412 5.142 0.001 -0.015 -0.030
C -2.240 3.166 3.916 0.049 0.529 -0.364
H -1.503 -6.875 0.714 -0.019 -0.011 0.012
H 2.599 1.600 4.940 0.040 -0.054 0.051
C -1.816 -6.912 -0.326 0.126 -0.112 0.005
C -3.308 3.622 -0.135 0.086 0.111 -0.070
N -3.139 -1.264 -2.054 0.174 0.315 0.096
C 6.986 3.729 -4.295 -0.031 0.033 -0.094
H -0.585 -2.561 1.519 -0.056 0.064 0.167
H -2.138 0.023 -0.689 0.198 -0.050 0.029
O -3.765 8.674 -1.942 -0.033 0.086 -0.120
H 0.063 2.671 4.721 0.037 -0.189 -0.045
C 5.114 3.012 0.945 0.246 -0.024 -0.134
C -1.479 2.373 0.731 -0.042 0.084 -0.036
H -4.854 1.877 0.889 -0.019 -0.099 -0.103
O 1.698 -5.856 -3.750 0.004 0.026 -0.030
H 0.921 5.147 -0.870 -0.032 -0.103 0.058
H 3.159 -2.827 -2.468 -0.060 -0.004 -0.068
C 1.252 1.384 0.409 -0.063 0.084 -0.086
C -2.857 2.513 0.563 -0.075 -0.124 -0.060
H -0.768 7.623 -0.824 0.035 0.045 -0.009
H 3.421 -1.307 3.151 0.009 0.103 -0.165
H 2.145 -3.834 3.034 -0.165 0.011 0.030
O -2.541 3.040 6.525 0.167 -0.070 -0.099
H 1.463 -4.457 0.992 -0.059 0.050 -0.005
H -2.123 4.232 4.120 -0.012 -0.026 0.123
O 1.295 -2.706 0.037 0.383 -0.072 -0.311
N -0.935 1.275 1.438 -0.299 0.055 -0.342
H 5.090 2.996 2.036 0.042 -0.008 0.012
C 4.348 2.727 5.596 -0.028 0.102 -0.061
C 3.566 1.940 4.562 -0.081 0.124 -0.111
H -3.399 8.595 -3.982 0.058 -0.069 0.104
C 7.303 4.298 -2.131 -0.030 -0.041 0.009
O -6.973 -9.315 -3.933 -0.016 -0.013 0.042
H 6.118 3.294 0.632 -0.129 0.017 0.145
S 1.103 3.145 0.629 0.058 -0.020 0.219
O -6.045 -8.784 -5.915 0.012 -0.011 -0.055
C 0.173 0.623 0.844 0.226 -0.110 0.015
C -0.616 3.349 0.244 0.106 0.048 -0.031
H -2.207 -9.052 -0.099 -0.139 0.015 0.101
H 1.070 -5.256 5.653 0.093 -0.013 -0.091
O 0.907 -5.671 3.626 -0.039 0.006 0.261
H -0.961 -5.546 -2.916 -0.005 0.046 -0.015
C 7.548 5.136 -4.214 0.025 -0.020 -0.102
O -5.083 -5.955 -0.402 0.021 0.047 0.081
O -3.707 9.578 0.119 -0.001 -0.015 0.073
H -1.102 -0.864 -1.811 0.050 0.083 0.025
H -0.955 -6.715 -0.959 -0.046 0.110 -0.031
H 7.491 3.097 -5.019 0.061 -0.064 0.098
C -0.589 -5.870 -3.890 -0.144 0.206 0.030
C 1.338 -1.342 0.169 -0.134 0.219 0.089
C 3.527 -2.261 2.639 -0.147 -0.190 0.302
H 5.912 3.720 -4.494 -0.004 0.021 0.009
H -5.981 -6.820 -2.162 0.036 0.045 -0.127
C -1.989 -0.948 -1.183 -0.527 -0.014 -0.032
C -0.215 6.839 -0.305 -0.023 -0.072 0.221
C 0.344 -5.643 4.944 -0.031 -0.061 0.110
O 5.068 1.694 6.277 -0.006 0.031 0.013
H 8.614 5.173 -4.445 0.004 -0.025 0.007
S -1.918 2.343 5.446 -0.284 -0.200 0.149
C 2.421 -0.594 -0.295 0.063 -0.356 0.191
O -5.945 -7.358 -4.175 0.001 0.018 0.040
H 4.407 1.005 1.184 0.114 -0.091 -0.026
C -4.036 -6.524 -0.433 0.034 0.008 0.013
H 4.106 -2.128 1.727 -0.065 0.221 -0.043
H 1.334 -2.333 2.674 -0.075 0.031 -0.180
C -3.917 9.219 -3.257 0.008 0.020 -0.109
C -0.105 5.492 -0.989 -0.049 0.238 -0.361
O 7.318 4.219 -0.947 0.138 0.090 -0.086
H -1.402 -5.838 -4.610 0.023 -0.164 -0.031
C -6.611 -7.294 -2.904 -0.079 -0.033 0.079
H 3.827 -2.217 -0.337 -0.024 -0.032 0.026
H 3.420 2.470 3.624 0.063 -0.038 -0.046
H 4.829 0.831 -2.175 -0.005 0.024 0.021
H -2.232 10.603 -3.286 0.001 -0.027 0.004
H -6.049 -9.234 -2.091 0.019 0.022 -0.006
O -2.838 -5.924 -0.544 0.033 -0.008 -0.010
C 1.264 -7.124 -3.562 -0.018 0.049 0.003
C -3.672 9.703 -1.058 -0.026 -0.006 -0.019
H -7.532 -6.719 -3.019 -0.010 -0.023 -0.043
H 0.758 6.322 1.218 0.027 0.018 0.040
H 3.156 2.729 -0.615 -0.244 -0.072 0.081
H -3.334 4.330 -3.110 0.005 0.009 -0.101
O -3.900 -7.867 -0.373 0.007 -0.041 -0.040
H -4.661 0.993 3.083 0.013 -0.071 -0.062
H 5.568 1.155 -0.106 0.048 0.087 -0.076
H -3.928 3.675 2.706 0.078 -0.063 -0.130
H -7.799 -8.933 -2.067 -0.061 -0.050 -0.116
H -2.465 -8.435 -1.744 -0.001 0.032 -0.007
H 7.020 5.855 -4.835 -0.057 0.052 0.109
H -1.609 -1.184 1.840 -0.045 0.011 0.003
C -3.762 1.482 2.706 -0.286 0.253 -0.130
O -0.243 -7.560 3.818 0.033 -0.031 0.038
C 4.713 1.649 0.355 -0.582 -0.030 0.392
C -0.007 -7.105 5.160 0.000 0.056 0.121
H 4.448 -0.689 -0.874 0.060 -0.143 0.013
H -4.340 2.907 4.209 0.054 0.110 0.018
H -2.937 0.852 3.032 -0.011 -0.016 0.063
```
Positions in Å, forces in eV/Å.

The structure (SMILES) is [H]/N=C\Cc1c(CCF)cc(CCCCS(=O)(=O)O)c2c1Sc1c(c(CCCN)c(OCCC)c(CC)c1[C@H](C)CC)N2.O=C1OCCO1.O=C1OCCO1.O=C1OCCO1.O=C1OCCO1.O=C1OCCO1.O=C1OCCO1.O=C1OCCO1. Its HOMO energy is -7.99 eV. Its charge is 0. The value obtained for the calculated total energy is -5006.7369 a.u. The calculation puts the LUMO energy at 0.206 eV. The energy above the lowest of the compared OMol25 structures with the same formula, charge and spin comes out at 0.0 kcal/mol. For the HOMO-LUMO gap, the calculation gives 8.20 eV.

---

2.
Density functional theory data (wB97M-V/def2-TZVPD) for a 14-piece molecular cluster, C53H78F3O29S overall in a non-equilibrium geometry.

```
164
Properties=species:S:1:pos:R:3:forces:R:3
C 5.557 -2.346 2.969 -0.754 -0.323 -1.234
C 5.536 -4.346 -5.728 -0.738 0.895 0.255
C -7.094 4.442 -4.411 -0.173 -0.690 -1.288
H 5.555 1.987 -2.793 0.195 0.154 -0.691
C -0.711 1.914 -6.062 1.607 1.181 -0.598
H -5.888 -0.242 3.794 -0.705 -0.375 0.349
C -4.813 -7.305 -5.319 0.259 0.357 1.639
O 3.230 9.152 -1.718 0.753 -0.353 -0.814
H 0.466 3.746 -5.887 -0.152 0.050 0.138
H 7.439 4.027 -3.885 -0.228 -0.019 0.181
H 0.340 -1.373 6.216 -0.076 -0.430 -0.155
C 3.018 -9.115 -1.187 -0.535 0.929 0.240
H -1.275 2.274 -5.201 -0.686 -0.102 -0.407
H 4.580 -4.335 -6.251 0.180 -0.538 -0.368
H -4.123 -8.099 -5.034 -0.068 -0.138 -0.388
H -8.033 0.719 2.296 -0.449 -0.130 0.213
H -5.830 -7.694 -5.343 0.160 -0.090 -0.026
C 7.113 -2.951 -6.470 2.677 3.634 -1.166
C 1.907 -7.001 -1.359 -0.146 0.059 0.539
H 6.852 -1.372 -5.068 -0.210 -0.071 0.050
H 4.003 -7.260 -0.919 -0.029 0.293 0.024
C -6.310 -0.426 2.806 2.218 0.022 -0.115
H 1.925 5.417 5.793 -0.045 -0.174 -0.413
C 7.011 -1.398 1.289 -0.306 1.470 -2.254
H 2.080 10.372 -0.637 -0.314 -0.070 0.333
C 5.509 -3.103 -4.822 0.152 -0.774 1.366
O -4.185 -5.423 -6.519 0.607 1.285 -0.908
C -0.595 3.630 -7.749 -1.627 0.085 -0.430
C -6.336 3.803 -3.306 0.196 -0.196 1.847
O -4.292 6.440 -4.763 -1.986 -2.605 1.238
C -3.820 -5.112 -5.210 -0.907 0.291 1.760
H 1.011 -1.191 7.777 -0.267 -0.043 0.356
H -2.711 5.795 4.001 -0.371 0.013 -0.196
O -5.618 6.227 7.428 0.142 -0.370 -2.322
C 1.384 7.731 -1.998 0.229 0.305 0.464
F -1.307 -1.151 -0.711 -0.457 -0.005 0.222
O 8.311 5.298 -1.607 -1.801 -1.013 0.415
O 2.564 3.867 8.014 1.057 1.017 -2.952
H -4.401 -7.559 1.769 -0.590 0.130 -0.116
H -5.611 -7.471 3.142 0.362 0.470 -0.141
H -5.773 0.340 2.248 -0.117 0.023 -0.454
C 2.745 4.720 5.618 -0.382 -0.474 1.111
O -3.323 -2.488 7.573 3.687 1.773 -0.091
O -2.119 -0.653 7.364 -3.353 3.656 -1.527
C -5.929 -1.794 2.192 -0.194 0.760 0.383
H 1.108 2.698 -7.069 -0.012 -0.704 0.198
H 0.473 8.761 -0.350 -0.239 -0.474 0.288
C -0.879 -0.118 7.368 3.000 0.781 1.510
O 8.174 -2.652 -6.982 -0.634 0.228 0.480
H 4.723 -1.654 3.085 -0.464 -0.501 -0.363
O 1.129 0.870 1.461 0.077 -1.064 0.013
C 5.070 4.561 5.767 0.673 -0.175 -0.934
C -5.189 4.803 -3.042 -0.177 -0.123 -0.457
H -5.900 2.812 -3.434 -0.217 0.059 -0.767
H -1.866 -9.033 3.183 -0.015 -0.846 -0.455
S -0.145 0.851 0.769 -1.279 2.618 1.956
H -0.009 1.176 -5.673 -0.631 -0.745 -0.430
H -7.542 3.784 -5.154 0.041 -0.250 0.212
H 4.060 5.177 3.906 0.073 -0.546 0.110
O -1.469 1.527 -7.217 -0.970 -0.838 0.419
H 7.916 2.721 -2.780 0.161 0.067 -0.027
H 2.008 -5.921 -1.465 0.127 -0.181 -0.433
H 5.679 -5.272 -5.170 0.159 0.002 -0.380
H -3.035 7.298 4.882 0.119 0.097 -0.188
H -3.055 5.883 6.714 -0.214 -0.352 0.107
C 1.876 -7.775 -2.642 -0.885 1.363 -2.821
H 5.326 2.465 -0.590 1.344 0.025 0.533
C -3.439 6.321 4.618 -0.453 0.046 0.837
C -0.812 -2.487 7.708 -0.301 0.222 0.260
H 0.946 -7.134 -0.862 -0.096 -0.218 0.118
C -4.832 -9.334 2.778 -2.542 -2.400 -0.816
H -6.087 -2.643 2.856 0.438 0.020 0.245
C 2.462 9.357 -0.534 -0.029 -0.333 -0.481
O -2.081 2.405 -9.243 0.714 -0.296 2.578
C 0.159 3.027 -6.646 1.812 0.731 1.433
O 6.612 -4.102 -6.663 -1.921 -3.761 0.408
C -3.411 -7.744 3.635 -0.842 3.626 1.415
O 2.565 -8.918 -2.537 0.248 -0.422 -0.020
H 3.062 9.280 0.373 0.383 0.127 -0.321
C 5.929 -2.530 1.471 0.559 0.203 1.229
C -2.777 -9.059 3.781 1.357 0.455 -0.795
C 7.392 4.514 -1.750 0.987 -0.070 -0.986
H 1.364 6.641 -2.030 -0.159 0.186 -0.384
C 3.206 4.229 7.011 -2.964 -0.606 2.274
H -4.030 -6.421 -3.505 -0.484 0.256 0.334
H 2.254 -9.725 -0.704 0.263 -0.231 0.235
H -7.012 3.683 -2.460 0.173 0.089 0.256
C -4.667 -7.876 2.778 0.869 -0.025 0.127
O -6.113 5.177 -5.135 -0.431 0.887 -1.027
H -3.633 -7.393 4.642 -0.536 0.152 0.030
C -2.210 -1.883 7.537 -3.511 -6.345 0.930
H 6.409 -3.499 1.336 0.424 0.030 0.035
C 6.709 -1.638 3.596 0.287 -0.509 -0.096
H -1.318 4.362 -7.389 0.217 0.591 -0.122
H 6.114 -3.249 -3.927 -0.045 -0.379 0.153
C 3.039 -7.674 -0.622 0.645 -0.663 0.368
H -2.782 -6.935 3.264 0.300 -0.311 -0.206
H -2.739 -5.194 -5.092 -0.005 -0.124 0.103
C -4.503 -6.699 -6.626 -0.979 -1.007 -1.736
C -7.790 -0.310 2.564 0.089 0.309 1.479
H 5.332 3.693 5.161 0.226 -0.651 0.831
H -0.612 -2.668 8.764 -0.361 -0.227 0.112
O -3.753 -9.947 3.304 0.098 -1.669 0.213
H 5.090 3.668 -3.311 -0.145 -0.361 -0.138
C 1.412 8.251 -0.566 -1.042 0.759 0.479
H -4.295 4.236 -2.783 0.196 0.555 -0.051
O -6.927 -2.475 0.124 -0.154 -0.386 0.086
C 5.406 3.384 -1.169 -0.752 -1.273 -3.061
H -4.144 -4.111 -4.925 0.261 0.179 -0.516
H -5.109 5.715 3.362 -0.479 -0.865 0.785
O -5.738 6.637 5.192 -0.357 0.269 -1.018
C -3.759 5.616 5.925 -0.463 0.010 0.484
H -7.907 5.072 -4.049 0.248 0.432 0.062
C -5.171 6.130 6.295 1.406 0.545 2.185
H -0.799 0.351 8.349 0.427 0.418 0.010
C -5.090 5.567 -4.381 2.076 1.888 -0.105
O 3.233 7.931 -3.653 -2.014 1.366 3.527
H 4.003 -9.583 -1.190 -0.259 -0.101 -0.086
F 0.813 -1.214 -0.727 -0.014 -0.082 0.831
O -0.176 1.751 -0.352 0.054 -0.444 -1.493
C 4.006 5.263 4.991 -0.466 1.550 -0.105
C 7.221 3.547 -2.931 -1.372 -0.587 1.341
H 4.179 6.326 5.154 -0.640 0.239 0.232
H 1.583 7.486 0.191 0.077 0.022 -0.178
H 5.519 -1.488 -6.222 0.252 -0.001 -0.409
O 1.367 -7.431 -3.702 0.728 -0.707 1.894
O 7.424 -0.988 2.511 -0.289 -0.360 0.690
H -2.414 -9.206 4.798 -0.634 -0.712 0.081
O -8.075 -1.154 1.497 0.022 -0.690 -1.257
O -5.818 -9.972 2.413 2.166 1.148 0.664
H 5.342 -3.321 3.407 -0.155 0.260 0.263
O 6.357 4.332 -0.889 1.651 2.051 2.327
H -5.634 -5.754 -4.084 0.372 0.413 0.266
O -1.303 1.156 1.667 1.430 -1.983 -1.259
H 2.980 -7.626 0.465 -0.067 -0.094 -0.058
H -5.416 5.538 -2.270 0.091 -0.069 0.090
H 4.496 -2.913 -4.465 0.046 0.314 -0.259
C -0.246 -0.928 0.059 -0.056 1.199 0.635
H -4.836 7.298 3.315 -0.667 1.046 0.923
H 0.009 3.996 -8.579 -0.372 0.073 0.079
H 0.541 8.195 -2.510 0.017 -0.419 -0.335
H -4.997 -1.828 1.629 0.173 -0.092 0.630
H 4.387 3.743 -1.029 0.129 0.798 -0.338
F -0.304 -1.748 1.137 0.283 -0.216 -0.844
O 7.442 -0.819 0.287 -1.169 -2.030 2.269
C 6.224 -2.066 -5.625 0.071 0.454 -0.119
H 2.432 3.819 5.090 -0.447 0.120 -0.102
C 0.057 -1.323 7.268 0.946 0.154 -1.304
C -6.979 -1.903 1.175 -0.982 0.019 -1.759
H -0.688 0.631 6.600 -0.481 -0.171 -0.089
H -3.850 4.535 5.821 0.266 -0.100 0.016
H 5.943 5.211 5.816 0.062 -0.360 0.724
H 6.272 -0.931 4.301 0.852 0.377 -0.046
C 2.665 8.267 -2.588 2.333 -1.163 -2.592
C -4.851 6.507 4.065 1.086 -0.368 -1.624
C -1.503 2.492 -8.162 0.087 -0.012 -2.820
C -4.637 -6.103 -4.352 0.608 -1.129 -0.255
H -8.343 -0.701 3.418 -0.282 0.523 0.197
O 4.504 4.250 7.064 2.830 0.012 -0.820
H 7.327 -2.377 4.105 0.569 0.456 0.014
H 5.014 -2.632 0.887 0.396 0.970 -0.546
C 5.745 3.055 -2.691 -0.199 0.212 0.488
H -0.772 -3.439 7.178 0.280 0.236 -0.066
O -4.660 -7.205 -7.701 0.184 -0.291 -0.270
```
Positions in Å, forces in eV/Å.

Its HOMO energy is -6.71 eV. Its charge is -1. The value obtained for the calculated total energy is -4946.1331 a.u. The calculation puts the LUMO energy at 0.980 eV. The energy above the lowest of the compared OMol25 structures with the same formula, charge and spin comes out at 18.7 kcal/mol. For the HOMO-LUMO gap, the calculation gives 7.69 eV.